{"formula": "C35H35HgN5O3PS3", "method": "ωB97M-V with the def2-TZVPD basis set", "charge": 0, "multiplicity": 2, "gap_ev": [5.6, 7.6], "e_lumo_ev": [0.3, 0.3], "energy_ev": -96425.614, "homo_energy_ev": [-5.3, -7.3], "elements": ["Hg", "O", "S", "O", "O", "C", "C", "C", "C", "C", "C", "P", "C", "C", "C", "C", "C", "C", "C", "C", "C", "C", "C", "C", "H", "H", "H", "H", "H", "H", "H", "H", "H", "H", "H", "H", "H", "H", "N", "C", "C", "C", "C", "C", "C", "S", "N", "C", "C", "C", "C", "C", "C", "N", "H", "H", "H", "H", "H", "H", "H", "H", "H", "C", "N", "C", "C", "S", "N", "C", "C", "H", "H", "H", "H", "H", "H", "H", "H", "H", "H", "H", "H"], "coordinates": [[0.3945, 1.2228, 0.7864], [2.4992, -1.1531, 0.4486], [2.0957, -1.3708, 1.8333], [3.1430, -1.8760, 2.6864], [1.3798, -0.1966, 2.3962], [0.8248, -2.6025, 1.6948], [0.7898, -3.6295, 2.6202], [-0.2022, -4.5929, 2.5396], [-1.1609, -4.5046, 1.5460], [-1.1301, -3.4726, 0.6175], [-0.1304, -2.5006, 0.6533], [-0.1557, -1.0780, -0.5465], [0.7447, -1.6063, -2.0364], [1.5624, -2.7272, -2.0898], [2.2289, -3.0427, -3.2661], [2.0778, -2.2448, -4.3930], [1.2615, -1.1220, -4.3431], [0.6054, -0.7986, -3.1643], [-1.8924, -1.2072, -1.1485], [-2.8623, -0.5609, -0.3827], [-4.2117, -0.7059, -0.6729], [-4.6038, -1.4834, -1.7537], [-3.6448, -2.1093, -2.5415], [-2.2954, -1.9774, -2.2398], [1.5529, -3.6707, 3.3878], [-0.2287, -5.4076, 3.2526], [-1.9565, -5.2380, 1.4950], [-1.9011, -3.4310, -0.1379], [1.6852, -3.3424, -1.2068], [2.8728, -3.9130, -3.3017], [2.5959, -2.4989, -5.3101], [1.1486, -0.4932, -5.2183], [-0.0254, 0.0838, -3.1174], [-2.5513, 0.0518, 0.4533], [-4.9525, -0.2141, -0.0511], [-5.6554, -1.6079, -1.9814], [-3.9509, -2.7095, -3.3897], [-1.5564, -2.4834, -2.8487], [-3.5398, 2.8298, 2.0300], [-4.3880, 1.7424, 2.2787], [-5.7620, 1.8407, 2.0734], [-6.5900, 0.7605, 2.3458], [-6.0543, -0.4337, 2.8110], [-4.6835, -0.5420, 3.0015], [-3.8558, 0.5432, 2.7490], [-2.1256, 0.5055, 3.0562], [-1.5919, 1.5252, 1.8050], [-2.2391, 2.6601, 1.5545], [-1.6497, 3.6704, 0.7488], [-2.3446, 4.8469, 0.3436], [-1.7074, 5.8146, -0.3732], [-0.3521, 5.6375, -0.7128], [0.2571, 4.4582, -0.3425], [-0.3395, 3.4794, 0.3442], [-4.0068, 3.6583, 1.7162], [-6.1809, 2.7757, 1.7128], [-7.6564, 0.8519, 2.1811], [-6.7000, -1.2772, 3.0208], [-4.2447, -1.4644, 3.3666], [-3.3889, 4.9868, 0.5916], [-2.2356, 6.7093, -0.6805], [0.2009, 6.3869, -1.2617], [1.2872, 4.2902, -0.6195], [5.4097, -0.4987, 1.0042], [4.6085, 0.7235, 0.9104], [4.2641, 1.3022, 2.2058], [4.0317, 1.1038, -0.2335], [2.6635, 2.1247, -0.2900], [4.6340, 0.6779, -1.3840], [6.0732, 0.8827, -1.5508], [3.9142, 0.7263, -2.6487], [4.9431, -1.1495, 1.7431], [6.4316, -0.2739, 1.3182], [5.4190, -1.0144, 0.0502], [5.1900, 1.4884, 2.7543], [3.6435, 0.6159, 2.7807], [3.7310, 2.2341, 2.0665], [6.5738, 0.9766, -0.5931], [6.2453, 1.8054, -2.1160], [6.5115, 0.0513, -2.1042], [2.8767, 0.4574, -2.4966], [4.3720, 0.0019, -3.3246], [3.9599, 1.7224, -3.1020]]}



{"formula": "C35H35IrN8O9S3", "method": "ωB97M-V with the def2-TZVPD basis set", "de_lowest_kcal_mol": 0.00, "charge": 2, "gap_ev": 8.0, "e_lumo_ev": -6.3, "energy_ev": -102539.842, "homo_energy_ev": -14.3, "elements": ["Ir", "O", "C", "C", "C", "C", "C", "C", "C", "C", "N", "H", "H", "H", "H", "H", "H", "H", "H", "H", "H", "H", "O", "N", "O", "C", "C", "C", "C", "C", "C", "N", "C", "C", "N", "C", "C", "C", "C", "H", "H", "H", "H", "H", "H", "H", "O", "S", "O", "N", "C", "S", "C", "C", "C", "C", "C", "C", "H", "H", "H", "H", "C", "C", "S", "O", "O", "C", "C", "N", "C", "N", "C", "C", "N", "O", "O", "C", "H", "H", "H", "H", "H", "H", "H", "H", "H", "H", "H", "H", "H"], "coordinates": [[-1.0358, 0.4102, 0.2693], [-0.6791, 1.7616, 3.8491], [-1.9411, 2.0542, 4.4599], [-2.7217, 3.1042, 3.6905], [-2.9332, 2.8064, 2.1935], [-3.5242, 1.4489, 1.9692], [-4.8047, 1.2610, 2.4892], [-5.4082, 0.0255, 2.5042], [-4.6952, -1.0403, 1.9799], [-3.4626, -0.7918, 1.4321], [-2.8634, 0.4224, 1.3831], [-0.1627, 2.5760, 3.8271], [-1.7939, 2.3784, 5.4925], [-2.4838, 1.1071, 4.4913], [-2.2279, 4.0750, 3.7843], [-3.6964, 3.2092, 4.1758], [-2.0092, 2.9163, 1.6596], [-3.6338, 3.5507, 1.8081], [-5.3078, 2.1203, 2.9114], [-6.3952, -0.1097, 2.9252], [-5.0908, -2.0455, 1.9684], [-2.9304, -1.6143, 0.9843], [0.5414, -6.8635, 0.3118], [0.3258, -6.0084, 1.1349], [0.4127, -6.1345, 2.3382], [-0.1260, -4.6874, 0.6282], [-0.7536, -4.6975, -0.5645], [-1.3267, -3.4977, -1.0923], [-2.0922, -3.4510, -2.2756], [-2.6851, -2.2669, -2.6341], [-2.4925, -1.1253, -1.8473], [-1.7202, -1.1420, -0.7712], [-1.1589, -2.3191, -0.3785], [-0.4366, -2.3085, 0.8537], [-0.3209, -1.0905, 1.4559], [0.2385, -1.0199, 2.6513], [0.7756, -2.1515, 3.2710], [0.7156, -3.3754, 2.6579], [0.0595, -3.4884, 1.4114], [-0.8582, -5.6304, -1.1017], [-2.2234, -4.3461, -2.8700], [-3.3009, -2.1804, -3.5176], [-3.0001, -0.2012, -2.0984], [0.2608, -0.0435, 3.1200], [1.2470, -2.0412, 4.2368], [1.1362, -4.2472, 3.1310], [-4.0204, 1.8797, -1.7462], [-2.6971, 2.1897, -2.1911], [-2.1693, 1.4700, -3.3149], [-1.6373, 1.9746, -0.9030], [-0.9262, 3.0366, -0.6364], [0.2038, 2.8874, 0.5845], [-1.3121, 4.2207, -1.4231], [-0.8505, 5.5214, -1.3246], [-1.4401, 6.4793, -2.1409], [-2.4678, 6.1466, -3.0194], [-2.9443, 4.8414, -3.1170], [-2.3409, 3.9066, -2.3052], [-0.0599, 5.7786, -0.6319], [-1.1018, 7.5050, -2.0880], [-2.9102, 6.9181, -3.6348], [-3.7446, 4.5807, -3.7956], [7.6938, -2.2969, -0.8611], [6.4225, -3.0249, -0.4543], [5.0163, -1.9691, -0.2323], [5.3730, -0.8917, 0.6610], [3.8640, -2.7814, 0.0892], [4.6906, -1.2431, -1.8490], [4.1562, 0.1827, -1.7369], [2.6812, 0.1824, -1.7107], [1.9355, 0.3192, -0.5994], [0.6335, 0.2711, -0.9227], [0.5468, 0.1571, -2.2850], [1.8069, 0.1072, -2.7722], [2.1787, -0.1187, -4.1463], [1.2654, -0.2005, -4.9333], [3.3640, -0.2213, -4.3993], [2.5160, 0.4920, 0.7544], [8.5457, -2.9529, -0.6913], [7.8397, -1.3972, -0.2652], [7.6937, -2.0314, -1.9178], [6.5158, -3.4873, 0.5318], [6.1165, -3.7976, -1.1611], [3.9515, -1.8977, -2.3074], [5.5963, -1.2779, -2.4522], [4.4826, 0.7716, -2.5859], [4.4897, 0.6650, -0.8213], [-0.3768, 0.1433, -2.8404], [3.1389, 1.3876, 0.7880], [3.1412, -0.3550, 1.0337], [1.7222, 0.6206, 1.4755]]}